1.
{
  "formula": "C28H50O9",
  "method": "the ωB97M-V functional and the def2-TZVPD basis",
  "species": ["O", "C", "O", "C", "C", "C", "C", "C", "O", "C", "C", "C", "C", "C", "C", "C", "O", "H", "H", "H", "H", "H", "H", "H", "H", "H", "H", "C", "C", "C", "O", "H", "H", "H", "H", "H", "H", "H", "H", "C", "C", "C", "O", "H", "H", "H", "H", "H", "H", "H", "H", "C", "C", "C", "O", "H", "H", "H", "H", "H", "H", "H", "H", "C", "C", "C", "O", "H", "H", "H", "H", "H", "H", "H", "H", "C", "C", "C", "O", "H", "H", "H", "H", "H", "H", "H", "H"],
  "positions_angstrom": [[-8.0501, 1.9277, -3.3374], [-7.0088, 2.2446, -2.8530], [-5.8151, 1.7410, -3.1906], [-5.7818, 0.2999, -3.2849], [-4.4681, -0.2048, -2.7470], [-4.3877, -0.3366, -1.2535], [-5.2588, 0.1570, -0.3726], [-5.0264, -0.0765, 1.0755], [-5.9203, -0.2909, 1.8532], [-3.5933, -0.0683, 1.4708], [-3.1813, 0.4362, 2.7014], [-1.8238, 0.4025, 3.0189], [-0.9048, -0.1437, 2.1219], [-1.3197, -0.6390, 0.8854], [-2.6718, -0.5886, 0.5629], [-3.1956, -1.0739, -0.7361], [-2.7124, -2.0050, -1.3273], [-6.9638, 3.0079, -2.0678], [-6.6401, -0.1491, -2.7935], [-5.8340, 0.0283, -4.3361], [-3.6562, 0.4311, -3.0892], [-4.2965, -1.1961, -3.1645], [-6.1338, 0.7188, -0.6577], [-3.9300, 0.8402, 3.3647], [-1.4904, 0.7992, 3.9656], [0.1420, -0.1877, 2.3892], [-0.6155, -1.0660, 0.1882], [-2.7950, -6.5665, -1.8428], [-1.4688, -6.1303, -1.2380], [-1.6787, -5.2454, -0.0205], [-0.6849, -5.4418, -2.2116], [-3.3671, -5.6942, -2.1704], [-2.6276, -7.1970, -2.7166], [-3.3968, -7.1220, -1.1218], [-0.8901, -7.0118, -0.9581], [-2.2160, -4.3362, -0.3009], [-0.7197, -4.9383, 0.3989], [-2.2501, -5.7586, 0.7552], [-1.1732, -4.6523, -2.4715], [-3.1074, 3.9612, -3.4667], [-2.4240, 2.7882, -4.1523], [-1.3246, 3.2587, -5.0861], [-3.3887, 2.0032, -4.8591], [-3.5798, 4.6121, -4.2081], [-3.8900, 3.6073, -2.7949], [-2.3902, 4.5530, -2.8968], [-1.9953, 2.1245, -3.3989], [-1.7357, 3.8938, -5.8769], [-0.8418, 2.4090, -5.5710], [-0.5721, 3.8244, -4.5402], [-3.7894, 2.5603, -5.5342], [2.1342, 3.5408, -0.8632], [1.5314, 4.3941, -1.9685], [1.5932, 5.8753, -1.6290], [0.1798, 4.0003, -2.2134], [1.5794, 3.6777, 0.0692], [2.0810, 2.4835, -1.1235], [3.1776, 3.8035, -0.6842], [2.0659, 4.2117, -2.9018], [1.0224, 6.0815, -0.7193], [1.1570, 6.4707, -2.4317], [2.6214, 6.2032, -1.4715], [-0.3197, 4.1486, -1.4029], [4.4829, -0.5755, 3.9138], [3.0019, -0.2713, 4.0702], [2.4258, -0.9120, 5.3241], [2.2809, -0.7164, 2.9163], [4.6415, -1.6535, 3.8225], [4.8806, -0.1129, 3.0135], [5.0576, -0.2157, 4.7665], [2.8538, 0.8087, 4.1125], [2.5249, -1.9999, 5.2754], [1.3631, -0.6847, 5.4204], [2.9394, -0.5596, 6.2195], [2.3941, -1.6709, 2.8506], [9.8528, -1.0260, 3.4329], [8.4830, -1.4063, 3.9739], [8.2675, -2.9118, 3.9385], [7.4566, -0.7440, 3.2349], [9.9496, -1.3378, 2.3894], [9.9902, 0.0550, 3.4662], [10.6515, -1.4966, 4.0078], [8.3853, -1.0488, 4.9999], [8.3169, -3.2793, 2.9098], [7.2823, -3.1665, 4.3307], [9.0222, -3.4350, 4.5271], [7.5171, -1.0392, 2.3198]],
  "forces_ev_per_a": [[-0.4, -0.5, -0.1], [-0.2, 0.4, -0.2], [-0.1, -0.2, 1.2], [0.4, 0.0, -1.1], [-0.3, -0.4, 0.5], [-0.2, 0.5, -0.3], [0.3, -0.1, -0.1], [0.2, 0.0, -0.3], [-0.4, 0.3, 0.4], [0.3, 0.1, 0.3], [0.2, -0.4, -0.4], [-0.3, -0.1, -0.4], [-0.1, 0.0, -0.1], [-0.3, 0.0, 0.4], [0.2, 0.1, 0.3], [-0.2, 0.2, 0.4], [0.4, -0.3, -0.5], [0.4, 0.3, -0.1], [-0.1, 0.1, 0.2], [-0.1, 0.1, -0.1], [0.1, 0.1, -0.2], [0.1, -0.1, -0.1], [-0.3, -0.1, 0.0], [0.0, 0.0, 0.2], [0.1, 0.0, 0.1], [0.1, 0.0, 0.0], [0.1, 0.0, -0.1], [0.0, -0.1, -0.1], [-0.3, 0.3, 0.0], [0.1, 0.0, 0.1], [0.1, -0.2, 0.0], [0.0, 0.0, 0.1], [0.0, 0.0, 0.0], [0.0, 0.0, 0.0], [0.1, 0.0, -0.1], [-0.1, 0.0, 0.0], [0.0, -0.1, 0.0], [0.0, 0.0, 0.0], [0.0, 0.0, 0.0], [-0.1, -0.1, 0.2], [-0.1, 0.4, -0.2], [0.1, -0.1, -0.2], [0.2, -0.2, 0.0], [0.1, 0.0, 0.0], [0.0, 0.0, 0.0], [0.0, 0.0, -0.1], [0.0, -0.1, 0.0], [-0.1, 0.0, 0.1], [0.0, 0.0, 0.0], [0.0, 0.0, 0.0], [0.0, 0.0, 0.0], [0.0, -0.1, -0.1], [0.0, 0.1, 0.4], [0.0, 0.1, -0.1], [0.0, 0.0, -0.1], [0.0, 0.1, 0.0], [0.0, 0.0, 0.0], [0.0, 0.0, 0.0], [-0.1, 0.0, -0.1], [0.1, 0.0, 0.1], [0.0, 0.0, 0.0], [0.0, 0.0, 0.0], [0.0, 0.0, 0.0], [-0.2, 0.1, -0.1], [0.2, -0.4, 0.1], [-0.2, 0.1, 0.0], [-0.1, 0.2, 0.0], [0.0, 0.0, 0.1], [0.0, 0.1, 0.0], [0.0, 0.0, 0.0], [-0.1, 0.0, -0.1], [0.1, 0.0, 0.0], [0.0, 0.0, 0.0], [0.0, 0.0, 0.0], [0.0, 0.0, 0.0], [0.0, 0.1, 0.0], [0.2, -0.2, -0.3], [-0.1, 0.0, 0.1], [0.0, 0.1, 0.2], [0.0, -0.1, 0.0], [0.0, 0.0, 0.0], [0.0, 0.0, 0.0], [-0.1, 0.1, 0.0], [0.1, 0.0, 0.0], [0.0, 0.0, 0.0], [0.0, 0.0, 0.0], [0.0, 0.0, 0.0]],
  "gap_ev": 8.95,
  "charge": 0,
  "multiplicity": 1
}

2.
{
  "formula": "C28H50P2SiSn",
  "method": "the ωB97M-V functional and the def2-TZVPD basis",
  "species": ["Sn", "C", "C", "C", "C", "C", "C", "H", "H", "H", "C", "H", "H", "H", "C", "H", "H", "H", "C", "H", "H", "H", "C", "H", "H", "H", "C", "C", "C", "C", "C", "C", "C", "C", "H", "H", "H", "H", "H", "H", "H", "H", "H", "H", "H", "H", "P", "C", "C", "P", "C", "C", "C", "H", "H", "H", "H", "H", "H", "H", "H", "H", "H", "H", "H", "H", "H", "C", "Si", "C", "C", "C", "C", "H", "H", "H", "H", "H", "H", "H", "H", "H"],
  "positions_angstrom": [[1.9613, -0.5098, -0.9204], [-1.1216, -0.8834, 1.3172], [-0.8197, -2.0863, 0.6285], [0.9733, -1.5786, 1.9751], [-0.0067, -0.5672, 2.1412], [0.4905, -2.5015, 1.0019], [-2.3853, -0.1058, 1.2179], [-2.6174, 0.1443, 0.1745], [-2.3403, 0.8377, 1.7763], [-3.2364, -0.6785, 1.6120], [0.1496, 0.6206, 3.0070], [-0.7655, 1.2220, 3.0706], [0.9603, 1.2599, 2.6240], [0.4136, 0.3035, 4.0267], [2.2831, -1.6134, 2.6721], [2.1599, -1.4256, 3.7485], [2.9331, -0.8240, 2.2741], [2.7972, -2.5724, 2.5662], [1.1730, -3.7591, 0.6105], [1.4242, -4.3185, 1.5247], [2.1057, -3.5946, 0.0532], [0.5199, -4.3942, 0.0084], [-1.7260, -2.8239, -0.2810], [-1.9052, -3.8456, 0.0930], [-1.2830, -2.9184, -1.2858], [-2.7024, -2.3248, -0.3716], [-1.7920, 2.7048, -2.0651], [-2.6582, 1.7357, -1.7156], [-2.9026, 0.4516, -2.4483], [-2.7836, 0.5378, -3.9965], [-1.5547, -0.0655, -4.5357], [-0.2806, 0.3058, -4.1555], [0.1215, 1.3625, -3.1193], [-0.7497, 2.6213, -3.1543], [-3.9032, 0.0415, -2.2407], [-2.8989, 1.5685, -4.3681], [-2.1837, -0.3016, -2.0518], [-1.1652, 2.7549, -4.1759], [-1.7335, 3.6338, -1.4729], [-3.2178, 1.8568, -0.7825], [-0.0599, 3.4692, -2.9760], [0.2033, 0.9547, -2.0885], [0.5007, -0.4920, -4.1584], [1.1582, 1.6475, -3.4071], [-3.6373, 0.0055, -4.4310], [-1.6056, -0.8259, -5.3301], [0.1713, 1.7041, -5.9839], [0.0832, 3.4248, -6.6726], [-0.8793, 0.9125, -7.2851], [2.5157, -0.2444, -5.5269], [1.8648, 1.2480, -6.4622], [1.6008, -1.5377, -6.5161], [4.0485, -0.3083, -6.5655], [1.0190, 3.9609, -6.4402], [-0.7826, 3.9500, -6.2336], [-0.0467, 3.3550, -7.7695], [-0.6634, 1.4066, -8.2449], [-1.9321, 1.0894, -7.0112], [-0.6965, -0.1679, -7.3510], [3.8378, -0.0959, -7.6224], [4.4610, -1.3173, -6.4564], [4.7606, 0.4305, -6.1792], [2.5285, 2.1050, -6.2738], [1.8264, 1.0497, -7.5407], [2.2744, -2.4046, -6.5493], [1.3638, -1.2310, -7.5446], [0.6820, -1.8324, -5.9932], [2.1223, 4.1285, 2.7935], [3.5996, 3.0215, 2.5184], [4.9808, 3.9225, 1.6507], [4.2504, 2.4637, 4.1937], [3.0395, 1.6124, 1.4507], [2.6211, 0.7872, 0.6286], [2.3719, 4.8894, 3.5409], [1.2454, 3.5771, 3.1472], [1.8350, 4.6401, 1.8690], [5.5520, 4.4921, 2.3927], [5.6500, 3.2028, 1.1650], [4.6045, 4.6092, 0.8848], [3.4317, 2.1292, 4.8491], [4.9396, 1.6161, 4.0627], [4.7946, 3.2649, 4.7179]],
  "forces_ev_per_a": [[-0.1, -0.2, 1.7], [0.9, 0.3, 0.5], [-0.8, 0.9, 0.2], [1.0, -1.6, -1.7], [-2.2, 0.8, -0.7], [1.9, 1.2, 0.6], [-0.5, 0.1, -0.1], [0.0, -0.1, 0.4], [0.0, -0.3, -0.2], [0.1, 0.1, -0.1], [-0.1, 0.2, 0.4], [0.3, -0.2, 0.0], [-0.3, -0.2, 0.2], [0.0, 0.2, -0.2], [0.1, -0.2, 0.4], [0.0, 0.0, -0.2], [-0.1, -0.2, 0.3], [-0.1, 0.1, -0.1], [0.2, -0.7, 0.2], [0.0, 0.0, -0.4], [-0.2, -0.2, 0.2], [0.1, 0.0, 0.0], [-0.3, -0.1, -0.2], [0.1, 0.3, -0.2], [-0.1, -0.1, 0.2], [0.4, -0.2, 0.0], [-0.5, -0.3, 0.5], [0.3, 1.0, 0.2], [0.4, -0.4, -0.1], [-0.9, -0.2, -0.3], [0.5, -0.4, -0.1], [0.9, 0.0, 1.2], [0.1, -0.1, -0.6], [0.4, 0.8, 0.4], [0.3, 0.3, 0.2], [0.0, -0.1, 0.3], [-0.4, 0.2, -0.3], [0.1, 0.1, 0.6], [-0.2, -0.7, -0.2], [0.0, 0.2, -0.5], [-0.4, -0.3, -0.3], [-0.5, 0.2, -0.5], [-0.6, 0.7, -0.9], [-0.4, -0.2, 0.3], [0.2, 0.1, 0.1], [-0.2, 0.2, 0.6], [0.2, -0.2, -2.6], [-0.2, 0.5, 0.7], [0.0, -0.1, 0.5], [0.5, 0.1, -2.0], [-0.1, -0.1, 0.9], [0.0, -0.1, 0.6], [0.1, -0.1, 0.6], [-0.5, -0.1, 0.0], [0.4, 0.0, -0.3], [0.1, 0.0, 0.6], [-0.1, -0.3, 0.4], [0.3, -0.1, -0.3], [-0.1, 0.3, 0.0], [0.0, -0.2, 0.3], [0.2, 0.3, -0.1], [0.0, -0.2, -0.2], [-0.2, -0.2, 0.0], [0.2, 0.0, 0.2], [-0.3, 0.1, 0.0], [0.2, 0.0, 0.3], [0.1, -0.1, -0.3], [-0.2, -0.1, -0.3], [0.5, 1.1, 1.2], [-0.1, -0.2, -0.4], [-0.2, -0.6, -0.1], [-0.5, -1.1, -1.5], [0.3, 0.7, 0.0], [0.0, -0.1, -0.1], [0.1, 0.1, 0.1], [0.0, 0.0, 0.1], [-0.1, -0.1, -0.2], [0.0, 0.2, 0.1], [0.1, -0.1, 0.1], [0.2, 0.1, -0.1], [-0.1, 0.2, 0.2], [-0.2, -0.2, -0.3]],
  "gap_ev": [5.44, 5.17],
  "relative_energy_kcal_mol": 7.63,
  "charge": 2,
  "multiplicity": 1
}